one.
Molecular formula: C2H3NO2
Method: DFT, ωB97M-V/def2-TZVPD

Geometry (Å):
O  0.382  -1.309  0.718
O  1.640  -1.096  0.846
N  -0.622  -1.531  -1.064
C  -0.423  -0.498  -0.482
C  -0.287  0.906  -0.068
H  -0.828  1.077  0.882
H  0.862  0.891  -0.048
H  -0.724  1.560  -0.785

HOMO-LUMO gap (spin up / spin down) = 8.747 / 9.029 eV
net charge = 0

***

two.
Molecular formula: C2H3NO2
Method: DFT, ωB97M-V/def2-TZVPD

Geometry (Å):
O  -0.800  -0.650  -1.877
O  1.744  0.141  1.532
N  -0.128  -0.405  0.338
C  -0.949  -0.140  -0.803
C  0.914  0.428  0.703
H  -0.006  -1.375  0.602
H  -1.765  0.568  -0.609
H  0.925  1.377  0.134

HOMO-LUMO gap = 10.932 eV
SMILES = O=CNC=O
net charge = 0

***

three.
Molecular formula: C2H3NO2
Method: DFT, ωB97M-V/def2-TZVPD

Geometry (Å):
O  -0.666  -0.891  1.077
O  -1.204  0.380  1.248
N  -0.608  1.267  0.448
C  0.230  0.800  -0.411
C  0.355  -0.749  -0.356
H  0.900  1.494  -1.032
H  1.270  -1.052  0.128
H  -0.277  -1.249  -1.102

HOMO-LUMO gap = 10.053 eV
SMILES = C1=NOOC1
net charge = 0

***

The structure with the least stability is one.

***

one.
Molecular formula: C2H3NO2
Method: DFT, ωB97M-V/def2-TZVPD

Geometry (Å):
O  1.033  3.509  -0.170
O  0.067  -0.915  0.230
N  0.837  2.377  -0.513
C  0.044  1.529  -0.412
C  -0.567  -1.891  0.387
H  -1.229  -2.128  -0.318
H  0.059  0.150  -0.566
H  -0.245  -2.630  1.362

HOMO-LUMO gap (spin up / spin down) = 7.870 / 7.871 eV
net charge = 0

***

two.
Molecular formula: C2H3NO2
Method: DFT, ωB97M-V/def2-TZVPD

Geometry (Å):
O  0.757  0.752  1.309
O  1.845  1.561  1.444
N  0.233  0.205  0.174
C  -0.719  -0.801  -0.133
C  0.097  -0.097  -1.130
H  -1.713  -0.354  0.039
H  0.057  0.498  -1.960
H  -0.557  -1.763  0.257

HOMO-LUMO gap (spin up / spin down) = 7.284 / 8.765 eV
net charge = 0

***

The structure with the least stability is two.